Density functional theory data (the ωB97M-V functional and the def2-TZVPD basis) for a 2-piece molecular cluster, C7H10O2S overall.

## Properties
- HOMO (eV) = -8.662
- largest force on an atom (eV Å⁻¹) = 4.35
- gap between HOMO and LUMO (hartree) = 0.2750
- LUMO (eV) = -1.2
- electronic energy (eV) = -22347.7424

```
20
Properties=species:S:1:pos:R:3:forces:R:3
C 0.7462 0.9110 -1.1626 0.25 -0.78 -0.33
C -0.3725 1.3024 -0.5900 0.00 -0.66 0.90
C 1.6661 -0.1695 -0.5359 -1.50 1.31 -1.42
C 0.9481 -0.9736 0.5393 1.39 3.15 2.67
C -0.5590 -0.8085 0.6896 -1.15 0.10 -0.23
C -1.8479 1.4406 -0.5774 2.48 -0.33 1.76
C -0.9662 0.6873 0.5887 -0.56 0.65 1.30
O -3.2185 -1.7527 2.7783 -0.47 0.45 -0.02
O -2.0324 0.1713 3.6533 -0.32 0.36 0.10
S -3.2508 -0.3557 3.1152 0.73 -0.80 -0.02
H 1.0401 1.3412 -2.0828 0.24 0.07 -1.17
H 2.2774 -0.7186 -1.2726 -0.90 -0.06 -0.05
H 2.3767 0.4506 -0.1008 1.74 0.80 1.24
H 1.2768 -1.9741 0.4488 0.09 -1.18 0.50
H 1.4026 -0.4157 1.5445 -1.11 -2.12 -2.02
H -1.1132 -1.3320 -0.0946 0.12 -0.21 -0.08
H -0.8356 -1.2814 1.6527 -0.04 0.38 -0.54
H -2.2696 2.4054 -0.3928 -0.35 0.26 0.51
H -2.3758 0.7985 -1.2013 -0.86 -0.87 -1.25
H -0.9763 1.2174 1.6093 0.21 -0.49 -1.85
```
Forces are in eV/Å.

Atomic partial charges in e from the natural (NBO) method, atoms 1 to 2: -0.15, -0.05